1.
Entry from OMol25: C39H37F2HfN2PSb as an isolated structure (the ωB97M-V functional and the def2-TZVPD basis).

Results
* total charge: +3
* HOMO-LUMO gap: 6.248 eV
* LUMO: -9.9 eV
* spin multiplicity: 1

Element x y z (Å)
Hf1 0.998 -1.230 -0.240
N1 -1.096 -2.731 1.806
P1 -0.214 -1.312 2.240
C1 -0.471 -1.240 4.002
C2 0.022 -2.243 4.846
C3 -0.239 -2.169 6.200
C4 -0.970 -1.099 6.711
C5 -1.439 -0.095 5.878
C6 -1.189 -0.158 4.515
C7 1.522 -1.980 2.055
C8 1.810 -3.317 1.720
C9 3.118 -3.777 1.762
C10 4.144 -2.907 2.119
C11 3.875 -1.578 2.438
C12 2.571 -1.107 2.406
C13 -1.394 -3.106 0.529
C14 -2.239 -4.192 0.256
C15 -2.513 -4.503 -1.050
C16 -1.968 -3.734 -2.096
C17 -1.133 -2.711 -1.777
N2 -0.816 -2.405 -0.473
H1 -1.547 -3.245 2.553
H2 0.604 -3.069 4.455
H3 0.135 -2.935 6.865
H4 -1.171 -1.051 7.773
H5 -1.995 0.737 6.287
H6 -1.554 0.623 3.859
H7 1.008 -4.003 1.475
H8 3.338 -4.811 1.534
H9 5.163 -3.269 2.158
H10 4.681 -0.923 2.741
H11 2.351 -0.090 2.721
H12 -2.667 -4.757 1.073
H13 -3.161 -5.340 -1.278
H14 -2.199 -3.947 -3.129
H15 -0.675 -2.087 -2.540
F1 3.209 -1.800 -0.637
C18 2.339 -2.025 -1.765
F2 1.742 -3.243 -1.341
H16 2.924 -2.172 -2.666
C19 -1.405 4.001 -2.575
C20 -2.458 3.149 -1.923
C21 -3.782 3.585 -1.885
C22 -4.787 2.824 -1.309
C23 -4.501 1.586 -0.749
C24 -3.195 1.127 -0.768
C25 -2.191 1.904 -1.342
Sb1 -0.238 1.188 -1.296
C26 0.677 2.505 0.131
C27 -0.182 3.430 0.720
C28 0.248 4.236 1.767
C29 1.537 4.113 2.250
C30 2.389 3.165 1.696
C31 1.973 2.351 0.652
C32 2.948 1.338 0.118
C33 0.562 1.205 -3.248
C34 1.868 1.632 -3.484
C35 2.394 1.637 -4.764
C36 1.605 1.206 -5.821
C37 0.314 0.766 -5.587
C38 -0.239 0.750 -4.306
C39 -1.656 0.262 -4.154
H17 -1.848 4.916 -2.964
H18 -0.929 3.489 -3.414
H19 -0.621 4.295 -1.873
H20 -4.028 4.544 -2.324
H21 -5.801 3.199 -1.302
H22 -5.286 0.990 -0.306
H23 -2.966 0.159 -0.333
H24 -1.193 3.556 0.355
H25 -0.430 4.962 2.194
H26 1.882 4.745 3.056
H27 3.397 3.070 2.080
H28 3.823 1.195 0.748
H29 3.268 1.539 -0.903
H30 2.485 0.323 0.103
H31 2.478 2.015 -2.675
H32 3.400 1.992 -4.938
H33 1.993 1.219 -6.830
H34 -0.292 0.431 -6.419
H35 -1.905 -0.423 -4.962
H36 -2.373 1.084 -4.190
H37 -1.840 -0.263 -3.211

=====

2.
Entry from OMol25: C39H37F4KN7O2S2 as an isolated structure (the ωB97M-V functional and the def2-TZVPD basis).

Results
* total charge: -1
* HOMO-LUMO gap: 5.627 eV
* LUMO: 2.0 eV
* energy relative to the best compared isomer or geometry (same formula, charge and spin): 0.0 kJ/mol
* spin multiplicity: 1

Element x y z (Å)
K1 -0.212 -0.021 -1.122
C1 -3.021 1.588 -2.796
C2 -1.953 1.164 -3.804
N1 -0.651 1.762 -3.519
C3 -0.639 3.220 -3.623
C4 -0.020 3.903 -2.415
C5 0.432 1.134 -4.270
C6 1.835 1.407 -3.722
N2 1.910 0.928 -2.361
C7 3.076 0.871 -1.724
C8 3.102 0.339 -0.393
F1 1.905 0.014 0.164
C9 4.243 0.129 0.333
F2 4.136 -0.469 1.537
C10 5.501 0.488 -0.137
C11 5.510 1.063 -1.392
F3 6.688 1.457 -1.929
C12 4.378 1.255 -2.154
F4 4.541 1.843 -3.370
H1 -3.777 0.808 -2.697
H2 -3.522 2.515 -3.082
H3 -2.568 1.757 -1.816
H4 -2.291 1.385 -4.835
H5 -1.825 0.082 -3.757
H6 -1.665 3.575 -3.755
H7 -0.108 3.513 -4.543
H8 -0.532 3.593 -1.503
H9 -0.088 4.991 -2.506
H10 1.028 3.631 -2.299
H11 0.392 1.436 -5.335
H12 0.263 0.052 -4.249
H13 2.059 2.479 -3.829
H14 2.535 0.908 -4.407
H15 6.403 0.309 0.426
S1 1.107 -7.518 2.601
N3 -0.181 -6.534 2.785
C13 0.018 -5.469 2.008
C14 -0.827 -4.332 1.877
C15 -2.064 -4.208 2.605
C16 -2.783 -3.082 2.546
C17 -2.306 -1.881 1.769
N4 -1.055 -2.068 1.025
C18 -0.439 -3.218 1.098
C19 0.772 -3.406 0.201
N5 0.992 -2.479 -0.739
C20 2.058 -2.588 -1.520
C21 2.970 -3.638 -1.427
C22 2.726 -4.625 -0.499
C23 1.606 -4.519 0.323
C24 1.246 -5.565 1.276
N6 1.938 -6.659 1.490
H16 -2.407 -5.047 3.200
H17 -3.718 -3.009 3.093
H18 -2.170 -1.047 2.484
H19 2.197 -1.790 -2.245
H20 3.831 -3.665 -2.081
H21 3.378 -5.483 -0.392
N7 -2.098 -3.794 -1.571
C25 -2.519 -2.520 -1.331
O1 -2.053 -1.570 -1.943
C26 -3.657 -2.355 -0.347
C27 -3.368 -1.374 0.781
H22 -1.214 -3.842 -2.057
H23 -2.209 -4.449 -0.810
H24 -3.946 -3.326 0.065
H25 -4.496 -1.997 -0.952
H26 -4.304 -1.179 1.318
H27 -3.053 -0.421 0.347
O2 -1.145 2.018 0.133
S2 -1.201 1.444 1.529
C28 -1.966 2.716 2.522
C29 -2.382 2.425 3.811
C30 -2.982 3.426 4.560
C31 -3.173 4.688 4.012
C32 -2.766 4.954 2.711
C33 -2.160 3.962 1.950
C34 0.441 1.611 2.206
C35 0.829 0.776 3.237
C36 2.081 0.971 3.803
C37 2.918 1.964 3.314
C38 2.521 2.762 2.249
C39 1.266 2.592 1.684
H28 -2.235 1.436 4.227
H29 -3.310 3.217 5.570
H30 -3.648 5.465 4.596
H31 -2.923 5.936 2.284
H32 -1.847 4.130 0.929
H33 0.186 -0.028 3.574
H34 2.419 0.320 4.598
H35 3.907 2.088 3.735
H36 3.199 3.501 1.840
H37 0.939 3.176 0.833

=====

3.
Entry from OMol25: a 2-piece molecular cluster, C39H37N2 overall (the ωB97M-V functional and the def2-TZVPD basis).

Results
* total charge: +1
* HOMO-LUMO gap: 5.341 eV
* LUMO: -5.0 eV
* energy relative to the best compared isomer or geometry (same formula, charge and spin): 0.0 kJ/mol
* spin multiplicity: 1

Element x y z (Å)
C1 -3.699 3.232 -2.547
N1 -2.707 3.039 -1.504
C2 -2.924 2.359 -0.347
C3 -1.693 2.211 0.358
C4 -1.433 1.292 1.376
C5 -0.209 1.298 2.165
C6 0.992 0.729 1.665
C7 2.127 0.645 2.472
C8 2.135 1.252 3.738
C9 0.982 1.895 4.211
C10 -0.192 1.869 3.464
C11 -0.712 3.017 -0.401
C12 0.650 3.247 -0.289
C13 1.363 3.702 -1.407
C14 0.713 3.949 -2.623
C15 -0.683 3.867 -2.715
C16 -1.363 3.434 -1.584
H1 -3.204 3.652 -3.429
H2 -4.165 2.271 -2.816
H3 -4.497 3.917 -2.221
H4 -3.912 2.027 -0.035
H5 -2.240 0.599 1.668
H6 1.016 0.382 0.626
H7 3.015 0.122 2.100
H8 3.035 1.229 4.360
H9 0.994 2.416 5.173
H10 -1.118 2.310 3.840
H11 1.138 3.093 0.667
H12 2.443 3.854 -1.332
H13 1.303 4.199 -3.504
H14 -1.214 4.071 -3.642
C17 -1.153 -7.920 -1.492
C18 0.170 -7.487 -1.366
C19 0.446 -6.167 -0.986
C20 -0.608 -5.295 -0.691
C21 -0.384 -3.847 -0.242
C22 1.107 -3.614 0.086
C23 1.907 -2.809 -0.733
C24 3.261 -2.637 -0.420
C25 3.815 -3.249 0.706
C26 3.017 -4.067 1.514
C27 1.683 -4.290 1.170
C28 -0.902 -2.861 -1.317
C29 -1.151 -3.262 -2.644
C30 -1.587 -2.328 -3.592
C31 -1.654 -0.968 -3.275
C32 -1.348 -0.562 -1.977
C33 -1.077 -1.509 -0.994
C34 -1.233 -3.605 1.029
C35 -1.343 -4.706 2.116
C36 -1.501 -3.910 3.422
C37 -0.868 -2.535 3.152
N2 -0.876 -2.392 1.715
C38 -1.937 -5.719 -0.856
C39 -2.209 -7.033 -1.247
H15 -1.363 -8.953 -1.775
H16 1.010 -8.157 -1.556
H17 1.485 -5.831 -0.921
H18 1.482 -2.338 -1.624
H19 3.872 -2.014 -1.073
H20 4.863 -3.094 0.966
H21 3.416 -4.566 2.397
H22 1.120 -5.036 1.731
H23 -1.012 -4.307 -2.940
H24 -1.849 -2.681 -4.590
H25 -1.951 -0.229 -4.020
H26 -1.326 0.487 -1.689
H27 -1.057 -1.159 0.037
H28 -2.277 -3.447 0.703
H29 -2.184 -5.373 1.899
H30 -0.443 -5.334 2.154
H31 -2.559 -3.759 3.659
H32 -0.994 -4.434 4.242
H33 -1.387 -1.677 3.589
H34 0.173 -2.525 3.532
H35 -0.086 -1.864 1.361
H36 -2.758 -5.012 -0.688
H37 -3.250 -7.348 -1.358

=====

4.
Entry from OMol25: a 7-piece molecular cluster, C39H37N7O13 overall (the ωB97M-V functional and the def2-TZVPD basis).

Results
* HOMO-LUMO gap: 7.661 eV
* LUMO: -1.5 eV
* energy relative to the best compared isomer or geometry (same formula, charge and spin): 2172.7 kJ/mol
* SMILES: O=[N+]([O-])c1ccccc1.O=[N+]([O-])c1ccccc1.O=[N+]([O-])c1ccccc1.O=[N+]([O-])c1ccccc1.O=[N+]([O-])c1ccccc1.O=[N+]([O-])c1ccccc1.CN(C)C=O
* spin multiplicity: 1

Element x y z (Å)
C1 0.503 -5.539 3.936
C2 -0.611 -4.733 3.301
C3 -0.851 -3.278 3.831
C4 -0.243 -2.827 5.192
C5 0.842 -3.764 5.837
C6 1.175 -4.980 5.034
N1 -0.717 -1.520 5.785
O1 -0.203 -1.350 6.972
O2 -1.621 -0.909 5.217
H1 0.453 -6.376 3.449
H2 -0.980 -4.917 2.289
H3 -1.638 -2.671 3.428
H4 1.237 -3.413 6.709
H5 1.900 -5.770 5.236
C7 -1.328 -3.891 -5.822
C8 -0.713 -3.089 -4.704
C9 0.811 -3.428 -4.376
C10 1.502 -4.369 -5.246
C11 0.753 -5.197 -6.350
C12 -0.688 -4.839 -6.626
N2 3.008 -4.775 -5.040
O3 3.759 -4.258 -4.204
O4 3.320 -5.639 -5.655
H6 -2.399 -3.812 -6.145
H7 -1.059 -2.326 -4.212
H8 1.343 -3.072 -3.523
H9 1.246 -5.626 -7.023
H10 -1.135 -5.327 -7.362
C13 -1.199 0.557 1.675
C14 -1.204 -0.737 0.776
C15 -1.245 -0.569 -0.759
C16 -1.186 0.860 -1.355
C17 -1.030 2.138 -0.471
C18 -1.183 1.893 1.023
N3 -1.267 1.108 -2.834
O5 -1.090 2.272 -3.262
O6 -1.276 0.084 -3.575
H11 -1.366 0.643 2.715
H12 -1.380 -1.761 1.369
H13 -1.166 -1.289 -1.345
H14 -0.994 3.068 -0.837
H15 -0.964 2.650 1.660
C19 2.575 0.190 6.426
C20 2.285 1.237 7.374
C21 1.464 2.489 6.844
C22 0.909 2.450 5.420
C23 1.386 1.314 4.377
C24 2.159 0.266 4.961
N4 0.121 3.564 4.910
O7 -0.018 4.654 5.564
O8 -0.327 3.421 3.785
H16 2.941 -0.836 7.041
H17 2.688 1.225 8.228
H18 1.427 3.216 7.550
H19 1.157 1.451 3.327
H20 2.483 -0.535 4.409
C25 -4.463 -0.664 1.507
C26 -4.707 -0.553 2.973
C27 -4.680 -1.814 3.837
C28 -4.426 -3.119 3.204
C29 -4.321 -3.172 1.700
C30 -4.320 -1.913 0.919
N5 -4.367 -4.388 4.085
O9 -3.794 -4.182 5.112
O10 -4.663 -5.445 3.559
H21 -4.645 0.320 0.970
H22 -4.868 0.370 3.345
H23 -4.705 -1.781 4.976
H24 -4.355 -4.109 1.331
H25 -4.134 -1.829 -0.250
C31 2.476 2.376 -7.030
C32 1.178 1.967 -6.403
C33 -0.013 2.923 -6.425
C34 0.131 4.102 -7.362
C35 1.553 4.566 -7.832
C36 2.731 3.619 -7.695
N6 -1.064 4.908 -7.552
O11 -2.183 4.429 -7.272
O12 -0.838 6.025 -8.000
H26 3.365 1.734 -6.919
H27 1.318 1.093 -5.976
H28 -0.630 2.836 -5.811
H29 1.545 5.538 -8.113
H30 3.683 3.727 -7.963
C37 1.923 5.527 -0.941
O13 0.773 5.055 -1.026
N7 2.959 4.946 -0.246
C38 4.167 5.681 -0.185
C39 2.897 3.784 0.476
H31 2.164 6.249 -1.684
H32 4.767 5.584 -1.085
H33 4.841 5.422 0.686
H34 3.990 6.648 0.046
H35 3.384 3.756 1.565
H36 3.173 2.735 -0.064
H37 1.787 3.726 0.623

=====

5.
Entry from OMol25: C39H38AsBaCl4N11O4P2 as an isolated structure (the ωB97M-V functional and the def2-TZVPD basis).

Results
* total charge: -2
* HOMO-LUMO gap: 4.677 eV
* LUMO: 3.3 eV
* energy relative to the best compared isomer or geometry (same formula, charge and spin): 40.3 kJ/mol
* spin multiplicity: 1

Element x y z (Å)
Ba1 -2.072 0.062 -0.082
N1 -4.198 -0.645 -3.838
C1 -4.343 0.600 -3.249
N2 -5.107 1.536 -3.801
N3 -4.956 2.600 -2.991
N4 -4.155 2.308 -2.020
N5 -3.737 1.026 -2.146
C2 -3.466 -1.722 -3.387
N6 -3.404 -2.863 -4.077
N7 -2.595 -3.645 -3.337
N8 -2.195 -3.005 -2.289
N9 -2.733 -1.762 -2.279
H1 -4.789 -0.817 -4.631
O1 0.147 -1.290 0.691
P1 1.575 -1.622 0.468
C3 2.495 -0.364 -0.457
P2 1.595 0.372 -1.858
O2 0.293 0.977 -1.489
C4 2.765 1.637 -2.415
C5 2.928 2.732 -1.564
C6 3.781 3.763 -1.920
C7 4.472 3.708 -3.125
C8 4.306 2.626 -3.975
C9 3.451 1.589 -3.622
C10 1.452 -0.885 -3.128
C11 0.190 -1.057 -3.688
C12 -0.023 -2.059 -4.628
C13 1.031 -2.869 -5.014
C14 2.300 -2.693 -4.465
C15 2.511 -1.709 -3.518
C16 1.762 -3.169 -0.429
C17 0.633 -3.647 -1.087
C18 0.718 -4.802 -1.854
C19 1.923 -5.479 -1.950
C20 3.052 -5.008 -1.285
C21 2.974 -3.852 -0.525
C22 2.459 -1.803 2.035
C23 3.811 -1.523 2.204
C24 4.407 -1.695 3.445
C25 3.654 -2.148 4.520
C26 2.303 -2.423 4.356
C27 1.703 -2.247 3.118
H2 3.448 -0.764 -0.814
H3 2.671 0.458 0.244
H4 2.373 2.774 -0.632
H5 3.900 4.615 -1.262
H6 5.134 4.518 -3.405
H7 4.833 2.591 -4.920
H8 3.304 0.752 -4.293
H9 -0.634 -0.435 -3.365
H10 -1.021 -2.223 -5.017
H11 0.861 -3.665 -5.728
H12 3.113 -3.346 -4.757
H13 3.493 -1.593 -3.072
H14 -0.323 -3.140 -1.028
H15 -0.172 -5.138 -2.373
H16 1.991 -6.381 -2.547
H17 3.990 -5.546 -1.355
H18 3.851 -3.491 0.004
H19 4.402 -1.148 1.377
H20 5.458 -1.468 3.575
H21 4.120 -2.279 5.489
H22 1.712 -2.766 5.196
H23 0.644 -2.433 2.983
Cl1 -6.216 -2.111 5.789
C28 -5.323 -1.094 4.691
C29 -5.178 0.249 4.955
Cl2 -5.877 0.955 6.386
C30 -4.453 1.051 4.051
Cl3 -4.251 2.759 4.375
C31 -3.871 0.548 2.885
O3 -3.179 1.263 2.061
C32 -4.011 -0.883 2.613
O4 -3.443 -1.362 1.569
C33 -4.744 -1.645 3.532
Cl4 -4.880 -3.353 3.215
C34 1.397 1.320 5.081
N10 0.512 1.670 3.983
C35 -0.908 1.342 4.155
C36 1.055 1.860 2.796
N11 1.584 2.090 1.790
H24 1.069 1.837 5.984
H25 2.416 1.621 4.845
H26 1.381 0.242 5.269
H27 -1.295 1.924 4.992
H28 -1.031 0.277 4.374
H29 -1.503 1.572 3.269
C37 -1.462 4.522 -1.499
As1 -1.721 3.573 0.194
C38 -3.402 4.376 0.748
C39 -0.502 4.661 1.293
H30 -1.554 5.604 -1.374
H31 -2.226 4.163 -2.188
H32 -0.476 4.282 -1.901
H33 -3.346 5.467 0.760
H34 -3.657 3.986 1.733
H35 -4.157 4.044 0.036
H36 -0.651 5.727 1.106
H37 0.532 4.388 1.074
H38 -0.693 4.453 2.347

=====

- Look up the HOMO-LUMO gap of the second one.
  5.627 eV

=====

Repeat the second record exactly.
Entry from OMol25: C39H37F4KN7O2S2 as an isolated structure (the ωB97M-V functional and the def2-TZVPD basis).

Results
* total charge: -1
* HOMO-LUMO gap: 5.627 eV
* LUMO: 2.0 eV
* energy relative to the best compared isomer or geometry (same formula, charge and spin): 0.0 kJ/mol
* spin multiplicity: 1

Element x y z (Å)
K1 -0.212 -0.021 -1.122
C1 -3.021 1.588 -2.796
C2 -1.953 1.164 -3.804
N1 -0.651 1.762 -3.519
C3 -0.639 3.220 -3.623
C4 -0.020 3.903 -2.415
C5 0.432 1.134 -4.270
C6 1.835 1.407 -3.722
N2 1.910 0.928 -2.361
C7 3.076 0.871 -1.724
C8 3.102 0.339 -0.393
F1 1.905 0.014 0.164
C9 4.243 0.129 0.333
F2 4.136 -0.469 1.537
C10 5.501 0.488 -0.137
C11 5.510 1.063 -1.392
F3 6.688 1.457 -1.929
C12 4.378 1.255 -2.154
F4 4.541 1.843 -3.370
H1 -3.777 0.808 -2.697
H2 -3.522 2.515 -3.082
H3 -2.568 1.757 -1.816
H4 -2.291 1.385 -4.835
H5 -1.825 0.082 -3.757
H6 -1.665 3.575 -3.755
H7 -0.108 3.513 -4.543
H8 -0.532 3.593 -1.503
H9 -0.088 4.991 -2.506
H10 1.028 3.631 -2.299
H11 0.392 1.436 -5.335
H12 0.263 0.052 -4.249
H13 2.059 2.479 -3.829
H14 2.535 0.908 -4.407
H15 6.403 0.309 0.426
S1 1.107 -7.518 2.601
N3 -0.181 -6.534 2.785
C13 0.018 -5.469 2.008
C14 -0.827 -4.332 1.877
C15 -2.064 -4.208 2.605
C16 -2.783 -3.082 2.546
C17 -2.306 -1.881 1.769
N4 -1.055 -2.068 1.025
C18 -0.439 -3.218 1.098
C19 0.772 -3.406 0.201
N5 0.992 -2.479 -0.739
C20 2.058 -2.588 -1.520
C21 2.970 -3.638 -1.427
C22 2.726 -4.625 -0.499
C23 1.606 -4.519 0.323
C24 1.246 -5.565 1.276
N6 1.938 -6.659 1.490
H16 -2.407 -5.047 3.200
H17 -3.718 -3.009 3.093
H18 -2.170 -1.047 2.484
H19 2.197 -1.790 -2.245
H20 3.831 -3.665 -2.081
H21 3.378 -5.483 -0.392
N7 -2.098 -3.794 -1.571
C25 -2.519 -2.520 -1.331
O1 -2.053 -1.570 -1.943
C26 -3.657 -2.355 -0.347
C27 -3.368 -1.374 0.781
H22 -1.214 -3.842 -2.057
H23 -2.209 -4.449 -0.810
H24 -3.946 -3.326 0.065
H25 -4.496 -1.997 -0.952
H26 -4.304 -1.179 1.318
H27 -3.053 -0.421 0.347
O2 -1.145 2.018 0.133
S2 -1.201 1.444 1.529
C28 -1.966 2.716 2.522
C29 -2.382 2.425 3.811
C30 -2.982 3.426 4.560
C31 -3.173 4.688 4.012
C32 -2.766 4.954 2.711
C33 -2.160 3.962 1.950
C34 0.441 1.611 2.206
C35 0.829 0.776 3.237
C36 2.081 0.971 3.803
C37 2.918 1.964 3.314
C38 2.521 2.762 2.249
C39 1.266 2.592 1.684
H28 -2.235 1.436 4.227
H29 -3.310 3.217 5.570
H30 -3.648 5.465 4.596
H31 -2.923 5.936 2.284
H32 -1.847 4.130 0.929
H33 0.186 -0.028 3.574
H34 2.419 0.320 4.598
H35 3.907 2.088 3.735
H36 3.199 3.501 1.840
H37 0.939 3.176 0.833

=====

- What is the LUMO in the fourth record?
  -1.5 eV